A 2-piece molecular cluster, C2H2OS2 overall, computed with wB97M-V/def2-TZVPD.

```
7
Properties=species:S:1:pos:R:3:forces:R:3
O -0.910 -2.095 0.940 -0.0970 -0.1605 -0.1940
C -1.202 -1.122 0.362 0.0355 0.9742 0.0833
C -1.460 0.036 -0.159 -0.0831 -0.2147 -0.2117
S -1.774 1.400 -0.892 0.0850 -0.5945 0.3154
S 2.173 1.127 0.062 -1.1841 -2.3618 -0.0028
H 1.943 -0.193 0.600 0.4660 1.9680 -0.6665
H 1.230 0.848 -0.913 0.7777 0.3892 0.6764
```
Positions in Å, forces in eV/Å.

Properties
energy above the lowest of the compared OMol25 structures with the same formula, charge and spin: 53.8 kcal/mol
gap between HOMO and LUMO (spin up / spin down): 6.555 / 6.594 eV
LUMO energy (spin up / spin down): -0.08127 / -0.08043 hartree
SMILES: O=C=C=S.S
charge: 0